{
  "formula": "C3H7NO3S",
  "method": "ωB97M-V/def2-TZVPD",
  "charge": -2,
  "e_above_lowest_ev": 2.571,
  "symbols": ["O", "C", "O", "C", "C", "S", "N", "H", "H", "H", "H", "H", "H", "H", "O"],
  "coordinates": [[-0.378, -2.223, 0.917], [0.456, -1.408, 0.474], [1.666, -1.460, 0.125], [-0.311, -0.032, 0.168], [-1.736, -0.247, 0.318], [-2.833, 0.539, -1.091], [-0.021, 0.848, -0.949], [0.107, 0.670, 1.068], [-1.939, -1.423, 0.338], [-2.159, 0.391, 1.180], [-0.760, 1.447, -1.088], [0.102, 0.268, -1.724], [2.970, 0.190, -0.006], [1.905, 1.273, 0.133], [2.931, 1.166, 0.135]],
  "nbo_charge": [-0.77, 0.79, -0.82, -0.21, -0.52, -0.87, -0.87, 0.13, 0.26, 0.18, 0.38, 0.35, 0.50, 0.50, -1.03]
}



{
  "formula": "C3H7NO4",
  "method": "ωB97M-V/def2-TZVPD",
  "smiles": "O=CCNC(=O)O.O",
  "e_above_lowest_ev": 2.723,
  "symbols": ["O", "C", "C", "N", "C", "O", "O", "H", "H", "H", "H", "H", "O", "H", "H"],
  "coordinates": [[-2.270, -0.586, 1.335], [-1.302, -0.811, 1.984], [0.083, 0.059, 1.982], [0.850, -0.579, 0.825], [1.254, 0.075, -0.286], [1.957, -0.555, -1.045], [1.218, 1.403, -0.247], [-1.436, -1.512, 2.813], [-0.170, 1.108, 1.800], [0.685, 0.102, 2.979], [0.956, -1.576, 0.799], [1.045, 1.801, -1.149], [-1.320, 0.398, -4.215], [-1.201, -0.104, -3.314], [-0.350, 0.777, -4.260]],
  "nbo_charge": [-0.49, 0.43, -0.33, -0.63, 0.86, -0.64, -0.70, 0.11, 0.24, 0.21, 0.41, 0.51, -0.93, 0.47, 0.46]
}



{
  "formula": "C3H7NO4",
  "method": "ωB97M-V/def2-TZVPD",
  "smiles": "N[C@@H]1OC(O)(O)[C@@H]1O",
  "e_above_lowest_ev": 1.947,
  "symbols": ["N", "C", "O", "C", "O", "O", "C", "O", "H", "H", "H", "H", "H", "H", "H"],
  "coordinates": [[1.633, 0.546, 1.107], [1.094, 0.196, -0.143], [0.082, 1.165, -0.714], [-0.916, 0.159, -0.753], [-1.247, -0.203, -2.036], [-2.042, 0.478, -0.028], [0.015, -0.893, -0.093], [-0.449, -1.277, 1.160], [0.894, 0.805, 1.755], [2.299, 1.304, 1.033], [1.884, 0.029, -0.879], [-1.769, 0.513, -2.421], [-1.910, 0.238, 0.901], [0.205, -1.756, -0.738], [0.226, -1.304, 1.849]],
  "nbo_charge": [-0.84, 0.21, -0.55, 0.71, -0.70, -0.71, 0.01, -0.72, 0.37, 0.38, 0.19, 0.48, 0.50, 0.19, 0.49]
}



Please write out number 2 again, unchanged.
{
  "formula": "C3H7NO4",
  "method": "ωB97M-V/def2-TZVPD",
  "smiles": "O=CCNC(=O)O.O",
  "e_above_lowest_ev": 2.723,
  "symbols": ["O", "C", "C", "N", "C", "O", "O", "H", "H", "H", "H", "H", "O", "H", "H"],
  "coordinates": [[-2.270, -0.586, 1.335], [-1.302, -0.811, 1.984], [0.083, 0.059, 1.982], [0.850, -0.579, 0.825], [1.254, 0.075, -0.286], [1.957, -0.555, -1.045], [1.218, 1.403, -0.247], [-1.436, -1.512, 2.813], [-0.170, 1.108, 1.800], [0.685, 0.102, 2.979], [0.956, -1.576, 0.799], [1.045, 1.801, -1.149], [-1.320, 0.398, -4.215], [-1.201, -0.104, -3.314], [-0.350, 0.777, -4.260]],
  "nbo_charge": [-0.49, 0.43, -0.33, -0.63, 0.86, -0.64, -0.70, 0.11, 0.24, 0.21, 0.41, 0.51, -0.93, 0.47, 0.46]
}